Density functional theory data (wB97M-V/def2-TZVPD) for a 6-piece molecular cluster, C45H55FN7O4 overall in a non-equilibrium geometry.

Properties
HOMO level: -10.78 eV
E_tot: -2531.4876 Ha
charge: +1

Positions of all 112 atoms, in Å:
C (1.1778, -6.1138, -2.0864)
C (0.5852, -5.3018, -1.1714)
C (-0.7446, -4.6238, -1.4043)
N (-0.5863, -3.1576, -1.4060)
C (-0.7432, -2.5247, -0.2301)
C (-0.6639, -1.1605, -0.0974)
C (-0.9184, -0.6003, 1.2926)
O (-0.1915, 0.5549, 1.5370)
C (-0.8749, 1.5548, 2.2751)
C (-0.4782, 1.5912, 3.7405)
O (0.9176, 1.6650, 3.9160)
C (1.3340, 3.0200, 4.1091)
C (2.8521, 3.0271, 4.2045)
C (-0.3807, -0.4101, -1.2491)
C (-0.2392, 1.1018, -1.1468)
O (0.7921, 1.5369, -0.7644)
O (-1.2531, 1.8903, -1.5144)
C (-0.2127, -1.0601, -2.4807)
C (0.0812, -0.3336, -3.7802)
F (-0.4622, 0.9363, -3.8055)
C (1.5764, -0.2501, -4.1815)
C (2.5281, -1.2279, -3.4940)
C (-0.3171, -2.4559, -2.5309)
C (-0.1739, -3.2788, -3.7894)
C (-1.5462, -3.6087, -4.3892)
C (-2.6763, -2.6695, -4.0308)
N (-1.6475, -4.6210, -5.1370)
H (0.6431, -6.9754, -2.4777)
H (2.2031, -5.8983, -2.3736)
H (1.0567, -5.1503, -0.2003)
H (-1.2568, -4.9876, -2.2892)
H (-1.4162, -4.8604, -0.5737)
H (-0.9440, -3.1335, 0.6404)
H (-0.5963, -1.3720, 2.0064)
H (-2.0012, -0.4965, 1.4342)
H (-1.9682, 1.4854, 2.2245)
H (-0.6154, 2.5211, 1.8347)
H (-0.9372, 2.5014, 4.1523)
H (-0.9225, 0.7675, 4.3052)
H (0.9875, 3.6179, 3.2590)
H (0.9096, 3.4213, 5.0355)
H (3.2324, 3.9235, 4.6889)
H (3.1835, 2.1398, 4.7441)
H (3.2659, 2.9612, 3.1967)
H (-1.8641, 1.3573, -2.0437)
H (-0.4260, -0.8899, -4.5653)
H (1.6205, -0.4686, -5.2497)
H (1.9464, 0.7688, -4.0862)
H (2.4772, -1.2114, -2.4034)
H (2.4096, -2.2587, -3.8272)
H (3.5473, -0.9538, -3.7665)
H (0.4212, -4.1670, -3.5992)
H (0.3611, -2.7138, -4.5470)
H (-2.9532, -2.8613, -2.9914)
H (-3.5351, -2.8634, -4.6684)
H (-2.3902, -1.6220, -4.0916)
H (-2.6128, -4.7166, -5.4530)
N (4.6067, 3.4144, -0.2371)
C (5.5617, 3.7717, -1.0979)
C (5.4732, 3.5862, -2.4712)
C (4.3251, 2.9967, -2.9758)
C (3.3253, 2.6221, -2.0991)
C (3.5115, 2.8497, -0.7460)
H (6.4414, 4.2266, -0.6559)
H (6.2802, 3.8943, -3.1223)
H (4.2054, 2.8290, -4.0393)
H (2.4158, 2.1595, -2.4528)
H (2.7511, 2.5669, -0.0312)
N (-4.5766, -1.5124, -1.6960)
C (-4.6226, -0.6195, -0.7054)
C (-5.7657, 0.0721, -0.3418)
C (-6.9321, -0.1729, -1.0487)
C (-6.9062, -1.0948, -2.0821)
C (-5.7094, -1.7346, -2.3629)
H (-3.6868, -0.4555, -0.1798)
H (-5.7425, 0.7831, 0.4725)
H (-7.8473, 0.3470, -0.7976)
H (-7.7938, -1.3143, -2.6585)
H (-5.6468, -2.4658, -3.1618)
N (0.1743, 3.4260, 7.1414)
C (-0.7822, 3.8310, 7.9774)
C (-1.0586, 3.2140, 9.1873)
C (-0.3019, 2.1109, 9.5498)
C (0.6951, 1.6740, 8.6934)
C (0.8923, 2.3647, 7.5074)
H (-1.3509, 4.6959, 7.6528)
H (-1.8453, 3.5886, 9.8277)
H (-0.4865, 1.6001, 10.4861)
H (1.3077, 0.8174, 8.9378)
H (1.6633, 2.0585, 6.8078)
N (-3.2438, -0.4180, 4.9846)
C (-3.4298, 0.6220, 5.7987)
C (-4.5432, 0.7753, 6.6099)
C (-5.5220, -0.2039, 6.5740)
C (-5.3479, -1.2921, 5.7339)
C (-4.1962, -1.3506, 4.9655)
H (-2.6398, 1.3660, 5.7937)
H (-4.6388, 1.6398, 7.2521)
H (-6.4069, -0.1212, 7.1916)
H (-6.0877, -2.0785, 5.6758)
H (-4.0187, -2.1870, 4.2974)
N (4.5091, 0.4239, -6.2187)
C (5.5517, 0.7000, -5.4340)
C (6.8562, 0.8002, -5.8893)
C (7.0956, 0.5993, -7.2391)
C (6.0264, 0.3103, -8.0717)
C (4.7593, 0.2358, -7.5144)
H (5.3151, 0.8446, -4.3857)
H (7.6612, 1.0293, -5.2046)
H (8.1000, 0.6674, -7.6364)
H (6.1703, 0.1465, -9.1306)
H (3.8947, 0.0156, -8.1310)

Forces on atoms 1 to 2 (eV/Å):
-0.2 0.5 0.7
0.1 -0.2 -0.7


Density functional theory data (wB97M-V/def2-TZVPD) for C45H56LiN2OPSi as an isolated structure.

Properties
HOMO level: -8.10 eV
energy above the lowest of the compared OMol25 structures with the same formula, charge and spin: 0.498 eV
E_tot: -2571.6657 Ha

Positions of all 107 atoms, in Å:
Li (-0.5967, -0.3297, 0.4540)
N (-1.4966, -0.1062, 2.5616)
C (-1.4358, 1.2541, 2.8435)
C (-1.5266, 1.7611, 4.1213)
C (-1.4409, 3.1408, 4.3735)
C (-1.3072, 4.0373, 3.3500)
C (-1.2023, 3.5645, 2.0238)
C (-1.0809, 4.4190, 0.9051)
C (-0.9580, 3.8878, -0.3484)
C (-0.8839, 2.4893, -0.4799)
N (-0.9755, 1.6651, 0.5345)
C (-1.2085, 2.1700, 1.7719)
H (-1.7845, -0.6587, 3.3544)
H (-2.0586, -0.3388, 1.7215)
H (-1.6893, 1.0770, 4.9466)
H (-1.5047, 3.4926, 5.3951)
H (-1.2830, 5.1037, 3.5360)
H (-1.0923, 5.4914, 1.0603)
H (-0.9066, 4.5133, -1.2286)
H (-0.7341, 2.0367, -1.4554)
C (5.5082, -3.3053, 1.2665)
C (5.9316, -1.8531, 1.0650)
C (4.8947, -1.1100, 0.2086)
C (3.4514, -1.5179, 0.5730)
C (3.4034, -2.0800, 2.0019)
C (4.2191, -3.3754, 2.1076)
P (2.0385, -0.3138, 0.3468)
C (2.4247, 1.3199, 1.1633)
C (2.1467, 1.1998, 2.6721)
C (2.4955, 2.5067, 3.3784)
C (4.0152, 2.7548, 3.3354)
C (4.6706, 2.0648, 2.1284)
C (3.7461, 2.0846, 0.9129)
C (1.9899, 0.0874, -1.4755)
C (3.1568, 0.8157, -2.1598)
C (3.0002, 0.6920, -3.6769)
C (3.2257, -0.7602, -4.1273)
C (2.7772, -1.7561, -3.0449)
C (1.5986, -1.1989, -2.2516)
H (6.3061, -3.8713, 1.7490)
H (5.3424, -3.7572, 0.2841)
H (6.9047, -1.8007, 0.5730)
H (6.0419, -1.3703, 2.0401)
H (5.0827, -1.3544, -0.8395)
H (5.0492, -0.0393, 0.3249)
H (3.1418, -2.3352, -0.0918)
H (2.3695, -2.2650, 2.3007)
H (3.8128, -1.3400, 2.6925)
H (3.6114, -4.2209, 1.7779)
H (4.4693, -3.5489, 3.1566)
H (1.6142, 1.9287, 0.7454)
H (2.7397, 0.3975, 3.1166)
H (1.0987, 0.9486, 2.8325)
H (2.1536, 2.4709, 4.4143)
H (1.9548, 3.3243, 2.8916)
H (4.4779, 2.3824, 4.2520)
H (4.2096, 3.8288, 3.2944)
H (4.9348, 1.0344, 2.3843)
H (5.6014, 2.5760, 1.8731)
H (4.2734, 1.7059, 0.0415)
H (3.5014, 3.1297, 0.6964)
H (1.1301, 0.7683, -1.5135)
H (4.1219, 0.3950, -1.8692)
H (3.1530, 1.8687, -1.8756)
H (3.7017, 1.3562, -4.1849)
H (1.9925, 1.0171, -3.9513)
H (4.2841, -0.9177, -4.3472)
H (2.6761, -0.9421, -5.0531)
H (3.6082, -1.9592, -2.3649)
H (2.4994, -2.7064, -3.5032)
H (1.2202, -1.9575, -1.5596)
H (0.7820, -0.9801, -2.9446)
O (-2.2327, -0.8219, -0.0144)
Si (-3.5640, -0.9912, -0.8505)
C (-3.6031, -2.7044, -1.6574)
C (-2.4983, -3.5375, -1.4776)
C (-2.4561, -4.8111, -2.0279)
C (-3.5289, -5.2753, -2.7760)
C (-4.6400, -4.4649, -2.9631)
C (-4.6732, -3.1941, -2.4065)
C (-3.6712, 0.3495, -2.1864)
C (-3.9045, 1.6743, -1.8095)
C (-3.8949, 2.7034, -2.7396)
C (-3.6502, 2.4241, -4.0783)
C (-3.4238, 1.1144, -4.4765)
C (-3.4346, 0.0914, -3.5364)
C (-5.1567, -0.8156, 0.1670)
C (-5.2112, -1.1773, 1.5130)
C (-6.3879, -1.0838, 2.2424)
C (-7.5479, -0.6290, 1.6315)
C (-7.5198, -0.2661, 0.2923)
C (-6.3355, -0.3563, -0.4251)
H (-1.6661, -3.1674, -0.8893)
H (-1.5904, -5.4447, -1.8740)
H (-3.5000, -6.2671, -3.2105)
H (-5.4804, -4.8296, -3.5416)
H (-5.5507, -2.5714, -2.5542)
H (-4.1041, 1.8990, -0.7653)
H (-4.0849, 3.7234, -2.4262)
H (-3.6411, 3.2246, -4.8080)
H (-3.2418, 0.8920, -5.5212)
H (-3.2601, -0.9312, -3.8563)
H (-4.3131, -1.5512, 1.9946)
H (-6.4070, -1.3690, 3.2877)
H (-8.4693, -0.5587, 2.1961)
H (-8.4220, 0.0893, -0.1909)
H (-6.3227, -0.0582, -1.4687)

Forces on atoms 1 to 2 (eV/Å):
-0.1 -0.2 0.0
-0.1 0.2 -0.3


Density functional theory data (wB97M-V/def2-TZVPD) for a 10-piece molecular cluster, C45H58BrIN10O2 overall in a non-equilibrium geometry.

Properties
HOMO level: -8.03 eV
E_tot: -5319.1677 Ha

Positions of all 117 atoms, in Å:
C (2.4705, -0.3963, 1.6394)
C (1.8711, 0.3449, 2.8364)
Br (3.2081, 0.4003, 4.2975)
C (1.4468, 1.7870, 2.5454)
C (0.0065, 1.9650, 2.0436)
C (-1.1392, 1.5452, 2.9792)
C (-1.5569, 0.2258, 2.3410)
C (-2.7612, -0.5497, 2.8598)
C (-4.0481, -0.0809, 2.2180)
O (-4.3549, 1.0635, 2.1446)
I (-5.2670, -1.6438, 1.4018)
N (-1.6196, 0.5532, 0.8921)
C (-0.3537, 1.2227, 0.7459)
O (0.3254, 1.1160, -0.2333)
H (1.6857, -0.9362, 1.1064)
H (3.2196, -1.1137, 1.9665)
H (2.9542, 0.3112, 0.9677)
H (1.0596, -0.2255, 3.2764)
H (2.1391, 2.2313, 1.8300)
H (1.5295, 2.3625, 3.4668)
H (-0.0512, 3.0169, 1.7416)
H (-0.9452, 1.5524, 4.0528)
H (-1.9542, 2.2620, 2.8323)
H (-0.7243, -0.4817, 2.3790)
H (-2.6306, -1.6149, 2.6840)
H (-2.8630, -0.4206, 3.9406)
H (-2.3724, 1.2299, 0.7504)
N (2.9847, -0.5757, 9.1895)
C (1.9565, -0.9334, 10.0194)
C (0.8196, -1.0275, 9.2621)
C (1.1797, -0.7143, 7.9228)
C (2.5207, -0.4383, 7.9110)
H (3.9348, -0.4313, 9.4768)
H (2.1203, -1.0912, 11.0714)
H (-0.1600, -1.2918, 9.6241)
H (0.5284, -0.6976, 7.0651)
H (3.1676, -0.1560, 7.0984)
N (1.1969, 0.7093, -2.9721)
C (2.3823, 0.0384, -2.9314)
C (2.6557, -0.4227, -4.1958)
C (1.6003, 0.0149, -5.0375)
C (0.7150, 0.7061, -4.2475)
H (0.7493, 1.1082, -2.1657)
H (2.9266, -0.0638, -2.0060)
H (3.5168, -0.9991, -4.4880)
H (1.5029, -0.1646, -6.0957)
H (-0.2168, 1.1906, -4.4839)
N (-2.3552, 2.1489, -6.5146)
C (-1.3093, 2.6823, -7.2156)
C (-1.8289, 3.5101, -8.1758)
C (-3.2440, 3.4730, -8.0474)
C (-3.5366, 2.6238, -7.0151)
H (-2.2721, 1.4978, -5.7561)
H (-0.2929, 2.4262, -6.9659)
H (-1.2659, 4.0838, -8.8945)
H (-3.9621, 4.0072, -8.6460)
H (-4.4802, 2.3177, -6.5975)
N (-3.8488, 0.3744, 6.7090)
C (-2.5314, 0.4301, 7.0887)
C (-2.4903, 0.7832, 8.4082)
C (-3.8346, 0.9473, 8.8448)
C (-4.6505, 0.6840, 7.7792)
H (-4.1732, 0.1191, 5.7946)
H (-1.7400, 0.2100, 6.3926)
H (-1.5958, 0.9037, 8.9963)
H (-4.1633, 1.2228, 9.8326)
H (-5.7237, 0.6910, 7.6896)
N (1.5198, -3.1562, -1.8345)
C (1.8610, -3.9021, -0.7407)
C (1.3352, -5.1584, -0.9077)
C (0.6521, -5.1666, -2.1550)
C (0.7884, -3.9171, -2.7020)
H (1.7604, -2.1915, -1.9909)
H (2.4435, -3.4802, 0.0613)
H (1.4317, -5.9794, -0.2164)
H (0.1214, -5.9934, -2.5967)
H (0.4256, -3.5037, -3.6276)
N (-5.3471, 2.9572, 5.1652)
C (-4.9335, 4.1533, 5.6841)
C (-5.5069, 5.1494, 4.9386)
C (-6.2945, 4.5271, 3.9292)
C (-6.1723, 3.1742, 4.0972)
H (-5.0785, 2.0577, 5.5156)
H (-4.2771, 4.1899, 6.5370)
H (-5.3774, 6.2068, 5.0978)
H (-6.8753, 5.0174, 3.1661)
H (-6.5930, 2.3501, 3.5467)
N (1.8335, 2.9572, -8.8153)
C (2.2368, 2.7382, -10.1034)
C (3.4598, 2.1236, -10.0600)
C (3.8074, 1.9683, -8.6900)
C (2.7853, 2.4969, -7.9474)
H (0.9723, 3.3978, -8.5498)
H (1.6205, 3.0310, -10.9361)
H (4.0408, 1.8179, -10.9139)
H (4.7055, 1.5234, -8.2947)
H (2.6565, 2.5784, -6.8809)
N (-1.1682, -4.9741, -0.6107)
C (-1.4190, -6.0479, 0.1981)
C (-2.6393, -6.5638, -0.1529)
C (-3.1431, -5.7681, -1.2181)
C (-2.2132, -4.7942, -1.4723)
H (-0.3350, -4.4112, -0.5904)
H (-0.7086, -6.3583, 0.9452)
H (-3.1131, -7.4207, 0.2961)
H (-4.0756, -5.8993, -1.7413)
H (-2.1998, -3.9979, -2.1967)
N (6.3531, -1.5604, -3.9156)
C (6.2173, -1.6152, -5.2759)
C (7.3067, -1.0003, -5.8315)
C (8.1316, -0.5546, -4.7627)
C (7.5164, -0.9155, -3.5941)
H (5.6986, -1.9363, -3.2547)
H (5.3642, -2.0889, -5.7310)
H (7.4925, -0.8822, -6.8858)
H (9.0689, -0.0303, -4.8440)
H (7.8068, -0.7707, -2.5678)

Forces on atoms 1 to 2 (eV/Å):
-0.1 0.0 0.3
0.4 0.1 0.0